No. 1
Molecular formula: C44H32Cl2F3N6OSSeSiSn
Method: DFT, ωB97M-V/def2-TZVPD

Output
Charge: -1
Energy above the lowest of the compared OMol25 structures with the same formula, charge and spin in kJ/mol: 56.13
E_LUMO (spin up / spin down) in eV: 1.19 / 1.19
Orbital gap (spin up / spin down) in Ha: 0.1423 / 0.1597

XYZ file:
```
92
Properties=species:S:1:pos:R:3:mulliken_charge:R:1
Sn 0.1214 0.0061 -0.1308 1.346
Cl 1.0385 -0.3572 4.9794 -0.266
C 2.1469 -1.0198 3.8109 1.420
C 3.2279 -1.7812 4.2683 -0.687
C 4.1223 -2.3170 3.3861 0.689
Cl 5.4496 -3.2798 3.9941 -0.320
C 3.9730 -2.1053 1.9966 0.569
C 4.8695 -2.5916 1.0187 -1.275
C 4.6651 -2.2976 -0.2989 -1.242
C 3.5245 -1.5577 -0.6616 -0.770
N 2.6468 -1.1313 0.2151 0.898
C 2.8593 -1.3516 1.5375 0.151
C 1.8870 -0.7795 2.4539 -1.284
O 0.8715 -0.0962 2.0615 -0.614
H 3.3510 -1.9403 5.3319 0.465
H 5.7132 -3.1938 1.3296 0.447
H 5.3505 -2.6393 -1.0644 0.554
H 3.3220 -1.3170 -1.7028 0.508
N -3.8749 2.3288 -1.7351 -0.008
C -4.0268 2.3920 -3.1135 -0.104
C -4.7855 3.4070 -3.6933 -0.691
C -4.9760 3.4588 -5.0679 -0.532
C -4.3982 2.5007 -5.8874 -0.622
C -3.6268 1.4936 -5.3171 -0.589
C -3.4469 1.4306 -3.9430 0.632
S -2.5185 0.1225 -3.2203 -0.227
N -2.2105 0.5968 -1.6409 -0.191
C -2.9152 1.5542 -1.0578 0.185
C -2.7339 1.8292 0.3272 0.576
C -3.5772 2.7235 1.0471 -1.187
C -3.3999 2.9106 2.3880 -0.448
C -2.3624 2.2254 3.0519 -1.390
C -1.5506 1.3982 2.3057 -0.749
N -1.7099 1.1780 0.9859 0.704
H -4.2266 3.1209 -1.2381 0.031
H -5.2324 4.1611 -3.0512 0.353
H -5.5744 4.2555 -5.4949 0.353
H -4.5368 2.5328 -6.9622 0.356
H -3.1601 0.7366 -5.9420 0.370
H -4.3897 3.2424 0.5569 0.364
H -4.0527 3.5839 2.9340 0.397
H -2.1927 2.3462 4.1136 0.492
H -0.7181 0.8744 2.7671 0.773
C -2.8535 -2.8987 -0.7798 -1.282
Si -1.7573 -2.2227 0.5954 1.208
C -2.8734 -1.8039 2.0553 -1.342
C -0.6399 -3.6422 1.1557 0.462
C 0.2755 -3.4127 2.1914 -0.211
C 1.1755 -4.3906 2.5980 -0.350
C 1.1747 -5.6338 1.9736 -0.927
C 0.2682 -5.8871 0.9500 -0.466
C -0.6254 -4.8996 0.5436 -0.479
H -3.4310 -3.7646 -0.4269 0.384
H -2.2618 -3.2059 -1.6508 0.273
H -3.5524 -2.1280 -1.1124 0.316
H -3.4465 -2.6880 2.3626 0.456
H -3.5732 -1.0064 1.7826 0.268
H -2.2872 -1.4543 2.9121 0.287
H 0.2898 -2.4420 2.6809 0.121
H 1.8825 -4.1757 3.3941 0.480
H 1.8762 -6.3992 2.2834 0.385
H 0.2581 -6.8581 0.4643 0.452
H -1.3122 -5.1103 -0.2730 0.325
F 8.7935 2.8680 0.7989 -0.266
C 8.2565 1.6921 0.3903 0.865
F 8.9215 1.3261 -0.7254 -0.288
F 8.5488 0.7878 1.3493 -0.258
C 6.7859 1.8031 0.1620 0.474
C 5.9385 1.9019 1.2600 -0.705
C 4.5721 2.0020 1.0716 -0.487
C 4.0268 1.9976 -0.2203 0.658
C 4.8967 1.9096 -1.3124 -0.396
C 6.2663 1.8135 -1.1232 -0.670
C 2.6077 1.9914 -0.4031 -0.281
C 1.3970 1.8685 -0.4863 -1.035
H 6.3549 1.8906 2.2607 0.393
H 3.8998 2.0599 1.9187 0.462
H 4.4802 1.9046 -2.3120 0.508
H 6.9332 1.7371 -1.9725 0.424
Se 1.2795 -0.0258 -4.1323 0.299
N 1.0700 -1.0368 -2.7133 -0.091
C 1.2488 -2.2891 -3.1071 -0.109
C 1.1764 -3.4228 -2.2443 0.155
C 1.3920 -4.6511 -2.7780 -0.853
C 1.6906 -4.8261 -4.1697 -0.618
C 1.7620 -3.7754 -5.0270 -0.626
C 1.5390 -2.4619 -4.5176 0.679
N 1.5987 -1.3530 -5.2422 -0.887
H 0.9443 -3.2872 -1.1939 0.504
H 1.3333 -5.5205 -2.1345 0.527
H 1.8672 -5.8272 -4.5457 0.378
H 1.9878 -3.9108 -6.0778 0.445
```

***

No. 2
Molecular formula: C44H33IrN5O3PS3
Method: DFT, ωB97M-V/def2-TZVPD

Output
Charge: 0
Energy above the lowest of the compared OMol25 structures with the same formula, charge and spin in kJ/mol: 0.00
E_LUMO (spin up / spin down) in eV: -0.52 / -0.52
Orbital gap (spin up / spin down) in Ha: 0.2571 / 0.2572

XYZ file:
```
90
Properties=species:S:1:pos:R:3:mulliken_charge:R:1
Ir 0.2682 0.5089 -0.4810 1.832
O -2.3065 2.3789 2.8167 -0.859
S -1.7603 1.3168 2.0152 1.403
O -0.8002 1.8548 1.0058 -0.834
O -2.6971 0.3846 1.4223 -0.676
C -0.7851 0.2960 3.0905 0.526
C -0.7416 0.6358 4.4311 -0.767
C -0.0582 -0.1632 5.3357 -0.834
C 0.5732 -1.3090 4.8921 -0.863
C 0.5220 -1.6580 3.5484 -0.817
C -0.1608 -0.8717 2.6220 -0.097
P -0.1424 -1.3494 0.8434 1.137
C -1.6482 -2.3100 0.5109 0.179
C -2.7066 -2.3717 1.4083 -0.741
C -3.8230 -3.1404 1.1108 -0.811
C -3.8883 -3.8480 -0.0799 -0.770
C -2.8261 -3.7999 -0.9730 -0.823
C -1.7078 -3.0385 -0.6754 -0.130
C 1.1270 -2.6694 0.7985 0.364
C 2.4725 -2.3624 0.6290 -0.107
C 3.4356 -3.3612 0.6660 -0.862
C 3.0655 -4.6798 0.8757 -0.670
C 1.7260 -4.9970 1.0567 -0.758
C 0.7640 -4.0006 1.0194 -0.394
H -1.2605 1.5288 4.7489 0.659
H -0.0236 0.1130 6.3814 0.417
H 1.1114 -1.9432 5.5843 0.426
H 1.0299 -2.5561 3.2317 0.395
H -2.6716 -1.8033 2.3270 0.408
H -4.6466 -3.1775 1.8117 0.436
H -4.7630 -4.4428 -0.3098 0.405
H -2.8636 -4.3596 -1.8991 0.454
H -0.8649 -3.0370 -1.3563 0.663
H 2.7795 -1.3379 0.4824 0.352
H 4.4773 -3.1012 0.5285 0.466
H 3.8163 -5.4592 0.8997 0.393
H 1.4269 -6.0229 1.2291 0.441
H -0.2747 -4.2649 1.1677 0.477
S -2.0491 -1.2766 -3.9637 -0.529
C -3.2392 -0.3559 -3.0993 1.544
C -4.5828 -0.1880 -3.4185 -0.692
C -5.3230 0.6847 -2.6480 -0.686
C -4.7248 1.3915 -1.5981 -1.367
C -3.3959 1.2140 -1.2788 -0.366
C -2.6466 0.3026 -2.0197 -1.040
N -1.2869 0.0178 -1.8800 1.097
C -0.8567 -0.7628 -2.8384 0.580
C 0.5569 -1.0852 -2.9026 0.505
C 1.1348 -1.7857 -3.9609 -0.308
C 2.5080 -1.9141 -4.0197 -1.093
C 3.2875 -1.3137 -3.0336 -0.768
C 2.7051 -0.6263 -1.9788 -0.375
C 1.3166 -0.5217 -1.8629 0.244
H -5.0257 -0.7157 -4.2527 0.477
H -6.3713 0.8361 -2.8685 0.430
H -5.3147 2.0901 -1.0201 0.487
H -2.9374 1.7655 -0.4743 0.466
H 0.5118 -2.2072 -4.7423 0.462
H 2.9728 -2.4541 -4.8336 0.416
H 4.3673 -1.3817 -3.0915 0.479
H 3.3400 -0.1612 -1.2350 0.324
S 2.0370 1.1731 0.8746 -0.207
C 2.3646 2.6819 0.0532 0.172
N 3.1570 3.6349 0.4064 -0.681
N 3.6964 3.6162 1.6413 0.100
C 2.9240 3.4603 2.8351 0.044
C 1.5568 3.7116 2.8606 0.207
C 0.8703 3.6302 4.0606 -0.389
C 1.5368 3.3040 5.2334 -0.568
C 2.9008 3.0502 5.2005 -0.568
C 3.5949 3.1210 4.0022 -0.552
N 1.8214 2.9392 -1.2140 -1.190
N 0.8730 2.2137 -1.5567 1.420
C 0.3955 2.4623 -2.8906 -0.084
C -0.9297 2.8128 -3.0765 -0.298
C -1.4083 2.9852 -4.3656 -0.584
C -0.5643 2.7958 -5.4522 -0.607
C 0.7652 2.4506 -5.2496 -0.713
C 1.2553 2.2855 -3.9631 -0.367
H 4.3718 4.3606 1.7183 0.260
H 1.0278 3.9651 1.9523 0.376
H -0.1952 3.8243 4.0682 0.385
H 0.9947 3.2422 6.1684 0.450
H 3.4279 2.7879 6.1089 0.383
H 4.6560 2.9078 3.9618 0.419
H -1.5729 2.9611 -2.2199 0.590
H -2.4430 3.2641 -4.5172 0.431
H -0.9429 2.9191 -6.4585 0.411
H 1.4242 2.3044 -6.0953 0.396
H 2.2833 2.0007 -3.7820 0.456
```

***

no.,E (Eh)
1,-6623.11952
2,-3836.36675